Entry 1:
{
  "formula": "C36H72FN2O17",
  "method": "ωB97M-V/def2-TZVPD",
  "elements": ["C", "C", "C", "N", "C", "C", "O", "O", "C", "C", "C", "C", "N", "C", "C", "O", "F", "C", "O", "O", "H", "H", "H", "H", "H", "H", "H", "H", "H", "H", "H", "H", "H", "H", "H", "H", "C", "O", "C", "C", "O", "C", "C", "O", "C", "H", "H", "H", "H", "H", "H", "H", "H", "H", "H", "H", "H", "H", "H", "C", "O", "C", "C", "O", "C", "C", "O", "C", "H", "H", "H", "H", "H", "H", "H", "H", "H", "H", "H", "H", "H", "H", "C", "O", "C", "C", "O", "C", "C", "O", "C", "H", "H", "H", "H", "H", "H", "H", "H", "H", "H", "H", "H", "H", "H", "C", "O", "C", "C", "O", "C", "C", "O", "C", "H", "H", "H", "H", "H", "H", "H", "H", "H", "H", "H", "H", "H", "H"],
  "coordinates": [[3.727, 2.607, -0.860], [3.628, 1.549, -1.418], [3.607, 0.172, -1.951], [3.792, -0.893, -0.974], [4.406, -0.540, 0.283], [3.370, -0.092, 1.337], [3.725, 0.087, 2.470], [2.092, 0.118, 1.003], [4.156, -2.196, -1.517], [5.669, -2.545, -1.528], [6.641, -1.394, -1.909], [7.714, -1.775, -2.995], [7.735, -0.828, -4.128], [3.481, -2.473, -2.905], [4.357, -2.207, -4.102], [4.244, -1.275, -4.826], [5.318, -3.104, -4.435], [3.484, -3.279, -0.568], [3.961, -4.424, -0.529], [2.533, -2.907, 0.118], [3.876, 3.614, -0.554], [2.614, 0.041, -2.414], [4.302, 0.156, -2.807], [4.874, -1.406, 0.759], [5.212, 0.204, 0.214], [2.010, 0.257, 0.052], [5.849, -3.438, -2.129], [5.918, -2.857, -0.509], [7.229, -1.148, -1.013], [6.168, -0.458, -2.219], [7.613, -2.809, -3.332], [8.705, -1.679, -2.533], [8.336, -0.044, -3.903], [6.818, -0.420, -4.270], [2.500, -2.009, -2.988], [3.292, -3.556, -2.896], [1.971, 7.205, -6.279], [2.647, 6.000, -6.559], [3.886, 5.890, -5.874], [4.188, 4.448, -5.516], [3.432, 3.947, -4.423], [2.052, 3.687, -4.650], [1.786, 2.496, -5.548], [2.012, 2.825, -6.911], [2.422, 1.712, -7.676], [2.520, 8.063, -6.684], [0.990, 7.155, -6.749], [1.828, 7.329, -5.199], [3.881, 6.496, -4.961], [4.669, 6.265, -6.546], [5.228, 4.404, -5.184], [4.109, 3.793, -6.385], [1.534, 4.580, -5.001], [1.645, 3.448, -3.664], [0.736, 2.192, -5.447], [2.431, 1.663, -5.241], [3.313, 1.246, -7.242], [2.675, 2.068, -8.674], [1.616, 0.974, -7.754], [-5.015, -2.567, -0.243], [-4.135, -3.665, -0.251], [-3.867, -4.159, -1.554], [-2.450, -4.690, -1.648], [-1.457, -3.682, -1.717], [-1.198, -2.939, -0.525], [-0.498, -3.721, 0.565], [-1.417, -4.588, 1.232], [-0.788, -5.740, 1.744], [-6.018, -2.874, -0.565], [-5.069, -2.187, 0.774], [-4.638, -1.763, -0.888], [-4.009, -3.376, -2.308], [-4.575, -4.975, -1.752], [-2.366, -5.238, -2.591], [-2.236, -5.404, -0.851], [-2.108, -2.464, -0.154], [-0.519, -2.140, -0.831], [-0.096, -3.026, 1.308], [0.328, -4.290, 0.130], [-0.254, -6.278, 0.952], [-1.564, -6.396, 2.140], [-0.093, -5.480, 2.549], [-9.410, 3.750, 3.144], [-8.355, 2.882, 3.492], [-8.611, 2.153, 4.683], [-7.980, 0.776, 4.626], [-8.671, -0.150, 3.797], [-8.580, 0.038, 2.390], [-7.214, -0.271, 1.809], [-6.304, 0.786, 2.075], [-4.965, 0.341, 2.179], [-9.507, 4.559, 3.876], [-9.182, 4.178, 2.169], [-10.356, 3.202, 3.065], [-9.689, 2.050, 4.853], [-8.171, 2.715, 5.517], [-8.033, 0.351, 5.632], [-6.923, 0.829, 4.364], [-8.921, 1.033, 2.100], [-9.285, -0.679, 1.962], [-7.294, -0.376, 0.719], [-6.849, -1.213, 2.234], [-4.876, -0.443, 2.939], [-4.352, 1.186, 2.488], [-4.606, -0.027, 1.213], [-0.888, -0.308, 2.838], [-0.248, -0.506, 4.079], [1.096, -0.025, 4.084], [1.473, 0.498, 5.452], [0.910, 1.772, 5.771], [-0.480, 1.821, 6.047], [-0.879, 1.182, 7.364], [-0.889, -0.233, 7.262], [-0.601, -0.871, 8.483], [-0.430, -0.925, 2.060], [-1.935, -0.595, 2.953], [-0.851, 0.749, 2.546], [1.232, 0.765, 3.343], [1.748, -0.864, 3.826], [2.554, 0.656, 5.453], [1.262, -0.232, 6.235], [-1.063, 1.419, 5.216], [-0.716, 2.886, 6.120], [-1.895, 1.504, 7.632], [-0.181, 1.506, 8.146], [0.359, -0.527, 8.886], [-0.525, -1.940, 8.290], [-1.399, -0.695, 9.214]],
  "mulliken_charge": [-0.553, -1.415, 0.393, 1.339, -0.787, 0.029, -0.617, -0.347, 0.623, -1.654, -0.574, -0.801, -0.662, -0.742, 0.215, -0.427, -0.281, -0.322, -0.792, -0.530, 0.516, 0.258, 0.338, 0.542, 0.609, 0.296, 0.721, 0.736, 0.575, 0.183, 0.343, 0.351, 0.286, 0.228, 0.403, 0.523, -0.788, -0.269, -0.573, -0.393, -0.381, -0.516, -0.232, -0.302, -0.709, 0.327, 0.228, 0.348, 0.356, 0.382, 0.400, 0.159, 0.138, 0.484, 0.433, 0.072, 0.279, 0.244, 0.321, -0.814, -0.280, -0.546, -0.397, -0.510, -0.020, -0.240, -0.332, -0.837, 0.430, 0.148, 0.366, 0.336, 0.398, 0.423, 0.120, -0.086, 0.399, 0.047, 0.449, 0.372, 0.248, 0.312, -0.794, -0.266, -0.577, -0.271, -0.484, -0.435, -0.420, -0.409, -0.961, 0.327, 0.230, 0.349, 0.358, 0.387, 0.414, 0.067, 0.149, 0.419, 0.376, 0.342, 0.436, 0.389, 0.404, -0.217, -0.345, -0.263, -0.518, -0.514, -0.231, -0.586, -0.190, -0.821, -0.138, 0.172, 0.367, 0.251, 0.345, 0.462, 0.102, 0.022, 0.424, 0.401, 0.354, 0.350, 0.235, 0.309],
  "total_charge": -1,
  "homo_lumo_gap_ev": 7.141,
  "energy_ha": -2903.11611
}


Entry 2:
{
  "formula": "C4H27NO9",
  "method": "ωB97M-V/def2-TZVPD",
  "elements": ["C", "N", "C", "C", "C", "O", "H", "H", "H", "H", "H", "H", "H", "H", "H", "H", "H", "H", "H", "O", "H", "H", "O", "H", "H", "O", "H", "H", "O", "H", "H", "O", "H", "H", "O", "H", "H", "O", "H", "H", "O"],
  "coordinates": [[3.263, 0.334, 0.639], [1.969, -0.556, 0.616], [1.565, 0.714, -1.601], [1.432, -0.567, -0.780], [0.041, -0.950, -0.648], [-0.395, -1.819, -1.586], [4.128, 0.106, -0.178], [3.636, 0.285, 1.775], [3.011, 1.376, 0.547], [2.203, -1.535, 1.021], [0.848, 1.519, -1.198], [1.076, 0.565, -2.687], [2.644, 0.986, -1.623], [1.974, -1.301, -1.459], [-0.041, -1.534, 0.349], [-0.718, -0.021, -0.734], [-0.647, -1.321, -2.450], [0.450, -2.630, -3.205], [1.679, -3.172, -2.524], [1.390, -2.969, -3.355], [0.793, 1.543, 2.506], [0.801, 0.716, 1.251], [0.201, 1.275, 1.815], [-3.027, 2.331, 1.578], [-2.773, 0.785, 1.949], [-3.334, 1.538, 2.034], [-0.941, 3.132, 0.908], [-1.328, 2.176, -0.198], [-1.655, 2.871, 0.399], [-3.583, 0.249, -0.402], [-4.433, -0.534, -1.425], [-3.556, -0.243, -1.365], [-1.680, 0.302, -2.517], [-2.177, 1.704, -2.858], [-1.430, 1.194, -2.717], [-1.049, -1.058, 2.806], [-2.303, -0.952, 3.618], [-1.911, -1.447, 2.869], [0.797, -0.576, 2.804], [1.605, -1.575, 2.666], [1.476, -0.941, 3.356]],
  "nbo_charge": [-0.453, -0.688, -0.635, -0.132, -0.052, -0.717, 0.203, 0.229, 0.204, 0.377, 0.214, 0.249, 0.224, 0.200, 0.178, 0.167, 0.457, 0.473, 0.457, -0.933, 0.473, 0.495, -0.996, 0.505, 0.477, -0.993, 0.482, 0.483, -0.952, 0.496, 0.473, -0.970, 0.475, 0.484, -0.952, 0.459, 0.477, -0.935, 0.457, 0.446, -0.905],
  "smiles": "CN[C@H](C)CO.O.O.O.O.O.O.O.O",
  "homo_lumo_gap_ev": 10.445,
  "energy_ha": -900.37198
}


Entry 3:
{
  "formula": "C8H13N5O",
  "method": "ωB97M-V/def2-TZVPD",
  "elements": ["C", "C", "C", "C", "C", "C", "C", "C", "N", "N", "N", "N", "N", "O", "H", "H", "H", "H", "H", "H", "H", "H", "H", "H", "H", "H", "H"],
  "coordinates": [[4.553, -1.019, -0.115], [2.989, 0.441, 0.059], [2.344, -0.872, 0.034], [2.450, 1.645, 0.213], [-0.954, 0.429, -0.307], [-0.562, 1.482, -1.248], [-3.076, -0.781, -0.531], [-2.524, 0.312, 1.597], [4.360, 0.244, -0.033], [1.145, -1.346, 0.248], [-0.114, -0.602, 0.169], [3.381, -1.735, -0.074], [-2.341, 0.338, 0.122], [1.945, 2.659, 0.327], [5.522, -1.473, -0.206], [0.396, 1.261, -1.715], [-0.483, 2.462, -0.758], [-1.309, 1.600, -2.041], [-4.135, -0.713, -0.288], [-2.963, -0.732, -1.614], [-2.708, -1.745, -0.183], [-1.945, 1.107, 2.069], [-3.575, 0.463, 1.837], [-2.222, -0.645, 2.019], [-0.681, -1.247, 0.725], [3.286, -2.744, -0.095], [-2.781, 1.209, -0.211]],
  "nbo_charge": [0.247, -0.270, 0.421, 0.856, 0.467, -0.731, -0.428, -0.431, -0.349, -0.309, -0.268, -0.504, -0.390, -0.316, 0.255, 0.282, 0.293, 0.283, 0.269, 0.258, 0.242, 0.258, 0.272, 0.239, 0.421, 0.464, 0.469],
  "smiles": "C/C(=[NH+]\\N=C1\\NC=NC1=C=O)[NH+](C)C",
  "total_charge": 2,
  "homo_lumo_gap_ev": [6.733, 6.737],
  "energy_ha": -660.90506
}


Entry 4:
{
  "formula": "C26H23BrF4FeN4O4PS2SeSi",
  "method": "ωB97M-V/def2-TZVPD",
  "elements": ["Fe", "C", "C", "O", "P", "S", "S", "O", "C", "C", "H", "H", "H", "H", "H", "H", "H", "H", "H", "H", "F", "C", "C", "F", "C", "C", "C", "F", "C", "C", "C", "N", "C", "N", "F", "C", "C", "N", "C", "N", "C", "Si", "C", "C", "Se", "H", "H", "H", "H", "H", "H", "H", "H", "H", "Br", "C", "C", "C", "C", "C", "C", "C", "O", "O", "H", "H", "H", "H"],
  "coordinates": [[0.931, -0.450, -0.018], [5.382, 2.492, 1.437], [3.875, 2.536, 1.317], [3.247, 1.622, 2.222], [3.093, 0.063, 1.950], [1.314, -0.494, 2.590], [3.460, -0.458, 0.065], [4.282, -0.482, 2.908], [4.808, -1.804, 2.761], [3.869, -2.888, 3.248], [5.827, 3.259, 0.798], [5.765, 1.520, 1.125], [5.693, 2.673, 2.467], [3.546, 2.307, 0.304], [3.476, 3.513, 1.589], [5.731, -1.799, 3.345], [5.068, -1.966, 1.711], [3.514, -2.670, 4.256], [4.404, -3.841, 3.259], [3.000, -2.982, 2.600], [-3.825, -3.782, 3.009], [-3.672, -2.511, 2.619], [-4.525, -1.590, 3.139], [-5.468, -2.026, 3.984], [-4.460, -0.205, 2.835], [-3.402, 0.118, 1.942], [-2.540, -0.807, 1.426], [-1.645, -0.351, 0.538], [-2.613, -2.192, 1.727], [-1.760, -3.184, 1.205], [-0.499, -2.905, 0.640], [0.564, -2.723, 0.221], [-2.061, -4.571, 1.207], [-2.311, -5.696, 1.155], [-3.257, 1.383, 1.562], [-5.362, 0.741, 3.355], [-6.362, 0.426, 4.313], [-7.193, 0.253, 5.094], [-5.399, 2.107, 2.969], [-5.533, 3.216, 2.681], [-2.609, -0.107, -3.846], [-1.347, -1.436, -3.369], [-0.910, -2.372, -4.958], [-2.254, -2.656, -2.258], [0.499, -0.533, -2.537], [-3.332, -0.461, -4.586], [-2.093, 0.764, -4.254], [-3.159, 0.226, -2.964], [-1.807, -2.712, -5.484], [-0.291, -3.241, -4.726], [-0.338, -1.729, -5.630], [-3.093, -3.134, -2.771], [-2.651, -2.145, -1.380], [-1.578, -3.441, -1.919], [-0.454, 5.710, -4.567], [0.572, 4.403, -3.624], [1.668, 3.838, -4.253], [2.403, 2.884, -3.565], [2.035, 2.503, -2.285], [0.943, 3.094, -1.664], [0.204, 4.059, -2.339], [0.558, 2.722, -0.239], [0.099, 3.601, 0.478], [0.860, 1.529, 0.107], [1.931, 4.128, -5.261], [3.249, 2.414, -4.049], [2.568, 1.714, -1.768], [-0.635, 4.525, -1.843]],
  "mulliken_spin": [3.729, 0.000, 0.007, -0.003, -0.004, 0.046, 0.064, -0.007, 0.000, 0.002, 0.000, 0.000, 0.000, -0.002, -0.001, 0.000, 0.001, 0.000, 0.000, 0.000, 0.002, 0.020, 0.028, 0.002, -0.010, 0.028, -0.016, 0.019, 0.091, 0.222, -0.034, 0.113, -0.029, 0.093, 0.004, 0.323, -0.027, 0.115, -0.033, 0.115, 0.003, 0.005, 0.004, -0.001, 0.064, 0.000, 0.000, 0.000, 0.000, 0.000, 0.000, 0.000, 0.002, 0.001, 0.000, 0.001, 0.000, 0.000, 0.006, 0.004, -0.002, 0.004, 0.010, 0.039, 0.000, 0.000, 0.003, 0.000],
  "total_charge": -2,
  "homo_lumo_gap_ev": [6.692, 4.669],
  "s_squared": 8.80,
  "energy_ha": -9590.67533,
  "multiplicity": 6
}